1.
Entry from OMol25: a molecular structure, C34H39N4O2P2RuS3 (wB97M-V/def2-TZVPD).

- DFT total energy: -3660.684492 a.u.
- F_max: 0.00615 hartree/bohr
- ΔE to the lowest compared entry with this formula, charge and spin: 1.8 kJ/mol
- Multiplicity: 2
- Molar mass: 794.931 g/mol
- Kohn-Sham gap (spin up / spin down): 7.86 / 6.72 eV

Each line ends with the Mulliken charge.
CARTESIAN COORDINATES (ANGSTROEM)
Ru (0.43967, -0.19676, -0.41076)  -0.360
S (1.67527, 1.84143, -0.44867)  -0.672
P (1.46019, 1.57631, 1.57801)  2.109
C (0.29740, 0.38242, 1.79678)  -1.710
P (-1.34519, 0.73496, 1.63749)  1.934
S (-1.73518, 0.76585, -0.37459)  -0.655
C (-1.98340, 2.24876, 2.41701)  0.530
C (-2.64843, 3.21892, 1.67847)  -0.270
C (-3.11449, 4.36994, 2.30138)  -0.658
C (-2.89905, 4.56125, 3.65676)  -0.515
C (-2.22362, 3.59770, 4.39721)  -0.581
C (-1.77614, 2.44097, 3.78251)  -0.545
C (-2.36509, -0.55525, 2.40799)  0.269
C (-1.77958, -1.52348, 3.21140)  0.009
C (-2.56416, -2.51669, 3.78478)  -0.629
C (-3.93179, -2.54172, 3.55339)  -0.538
C (-4.51986, -1.57173, 2.74904)  -0.691
C (-3.73814, -0.58112, 2.17796)  -0.589
C (1.30177, 3.17755, 2.42551)  0.745
C (1.73543, 3.33005, 3.74097)  -0.434
C (1.54025, 4.53160, 4.40421)  -0.724
C (0.90973, 5.58571, 3.75760)  -0.509
C (0.47457, 5.43799, 2.44839)  -0.662
C (0.67056, 4.23755, 1.78211)  -0.420
C (3.04889, 0.96739, 2.23125)  -0.113
C (4.25659, 1.49453, 1.77831)  -0.850
C (5.45344, 1.02878, 2.29451)  -0.762
C (5.45409, 0.03288, 3.26567)  -0.522
C (4.25606, -0.49184, 3.72344)  -0.695
C (3.05133, -0.02354, 3.20892)  0.412
H (-2.79272, 3.07395, 0.61466)  0.439
H (-3.63795, 5.12054, 1.72265)  0.404
H (-3.25269, 5.46333, 4.14007)  0.404
H (-2.04777, 3.74998, 5.45450)  0.417
H (-1.25439, 1.68502, 4.35923)  0.342
H (-0.70654, -1.49601, 3.35699)  0.202
H (-2.10547, -3.27224, 4.41048)  0.419
H (-4.54350, -3.31488, 4.00155)  0.416
H (-5.58705, -1.59080, 2.56773)  0.421
H (-4.19192, 0.16907, 1.53962)  0.382
H (2.23446, 2.51189, 4.24625)  0.383
H (1.88406, 4.64673, 5.42433)  0.410
H (0.75782, 6.52447, 4.27536)  0.406
H (-0.02092, 6.25795, 1.94448)  0.411
H (0.33572, 4.11557, 0.75856)  0.301
H (4.25179, 2.25345, 1.00505)  0.421
H (6.39062, 1.43371, 1.93482)  0.409
H (6.39246, -0.33577, 3.65994)  0.390
H (4.25423, -1.26935, 4.47661)  0.429
H (2.10108, -0.42974, 3.53674)  0.303
C (3.89245, -2.15664, -2.07678)  -1.684
C (2.59873, -1.46361, -1.80626)  0.256
N (2.22327, -1.17688, -0.60227)  0.976
O (3.06342, -1.65059, 0.38743)  -0.780
C (1.67172, -1.12029, -2.85713)  0.340
C (1.90438, -1.43527, -4.29867)  -1.662
N (0.55460, -0.57258, -2.42972)  0.757
O (-0.40645, -0.32492, -3.24162)  -0.935
H (4.66096, -1.78339, -1.40290)  0.407
H (4.19941, -2.01040, -3.10882)  0.439
H (3.78936, -3.22818, -1.89118)  0.295
H (2.80760, -1.15291, 1.17950)  0.377
H (2.28723, -2.44858, -4.42897)  0.404
H (2.61799, -0.74439, -4.75496)  0.322
H (0.95869, -1.33974, -4.82633)  0.357
C (-3.74428, -2.33956, -3.79209)  -1.236
C (-3.58025, -1.87115, -2.35516)  -0.535
N (-2.22110, -2.09080, -1.86793)  0.328
C (-1.88628, -2.68175, -0.73702)  0.337
S (-0.45167, -2.37330, 0.12537)  -0.483
N (-2.74224, -3.56850, -0.15176)  0.132
C (-3.44017, -4.62560, -0.88498)  -0.515
C (-4.86399, -4.81083, -0.38945)  -1.086
H (-4.74061, -2.09123, -4.15955)  0.386
H (-3.60030, -3.41711, -3.88656)  0.303
H (-3.01161, -1.84412, -4.42950)  0.295
H (-4.28911, -2.34760, -1.68238)  0.318
H (-3.75920, -0.79423, -2.29904)  0.389
H (-1.54752, -1.44900, -2.31078)  0.070
H (-2.42724, -3.83140, 0.77102)  0.294
H (-2.88137, -5.55987, -0.77474)  0.421
H (-3.42311, -4.37933, -1.94369)  0.158
H (-4.87399, -5.04463, 0.67619)  0.297
H (-5.34899, -5.63089, -0.91989)  0.378
H (-5.45233, -3.90465, -0.53624)  0.266

***

2.
Entry from OMol25: a molecular structure, C30H34F3N3OSbY (wB97M-V/def2-TZVPD).

- DFT total energy: -1980.815023 a.u.
- F_max: 0.03608 hartree/bohr
- ΔE to the lowest compared entry with this formula, charge and spin: 100.0 kJ/mol
- Molar mass: 720.282 g/mol
- Total charge: +2
- Kohn-Sham gap: 7.75 eV

Each line ends with the Mulliken charge.
CARTESIAN COORDINATES (ANGSTROEM)
Y (0.13302, 0.03697, -0.10074)  0.446
C (1.23661, -1.19198, 2.88750)  -0.490
C (0.88424, 0.13550, 3.12070)  -0.705
C (-0.45774, 0.51147, 3.09291)  -0.258
C (-1.44145, -0.42910, 2.79935)  -0.363
C (-1.08528, -1.75435, 2.55633)  -0.436
C (0.25076, -2.13504, 2.61394)  -0.637
H (2.27013, -1.50121, 2.97615)  0.480
H (1.64056, 0.85844, 3.40143)  0.512
H (-0.73863, 1.51934, 3.36787)  0.561
H (-2.48619, -0.14511, 2.82420)  0.472
H (-1.85566, -2.49380, 2.37919)  0.472
H (0.52625, -3.17401, 2.48739)  0.570
N (-0.84063, 0.72235, -2.48577)  -0.352
C (-0.17268, 1.83700, -3.20548)  -0.043
C (1.22679, 1.44465, -3.67883)  -0.881
C (2.33836, 1.75089, -2.68457)  -0.485
N (2.39058, 0.77662, -1.55777)  -0.464
H (-0.87568, -0.07499, -3.11500)  0.266
H (-1.81693, 0.97441, -2.34167)  0.236
H (-0.11303, 2.69146, -2.52539)  -0.201
H (-0.77120, 2.14543, -4.06368)  0.462
H (1.44693, 1.99009, -4.59587)  0.389
H (1.24369, 0.37975, -3.93589)  0.352
H (2.18502, 2.74774, -2.27256)  0.159
H (3.29266, 1.75495, -3.21438)  0.463
H (3.13752, 1.07782, -0.93625)  0.249
H (2.72385, -0.10358, -1.94284)  0.258
N (-2.17515, -3.30845, -2.00293)  -0.360
C (-1.42731, -2.56728, -1.19626)  0.731
O (-1.77497, -1.41203, -0.85243)  -0.546
C (-0.13381, -3.17224, -0.70936)  -0.647
C (1.01060, -2.14494, -0.62563)  -0.986
H (-3.08229, -2.98323, -2.30189)  0.265
H (-1.88553, -4.22856, -2.28589)  0.218
H (0.13147, -4.01495, -1.35219)  0.476
H (-0.35883, -3.57963, 0.28069)  0.174
H (1.49691, -2.11350, -1.61020)  0.442
H (1.76956, -2.52590, 0.06264)  0.540
F (-5.65708, 5.00994, -3.19259)  -0.309
C (-4.65517, 4.57926, -2.42999)  0.243
C (-4.87244, 3.50534, -1.58387)  -0.717
C (-3.82571, 3.06500, -0.79086)  -0.625
C (-2.58761, 3.70332, -0.83740)  0.655
C (-2.38706, 4.76472, -1.71409)  -0.413
C (-3.42682, 5.21025, -2.51599)  -0.753
Sb (-1.05550, 3.01622, 0.49595)  1.514
C (-1.92413, 3.58173, 2.37015)  0.120
C (-1.24658, 4.44515, 3.22398)  -0.202
C (-1.78095, 4.75485, 4.46594)  -0.701
C (-2.98559, 4.18348, 4.83497)  0.213
F (-3.49605, 4.46800, 6.03010)  -0.309
C (-3.67908, 3.32330, 3.99948)  -0.717
C (-3.13629, 3.01930, 2.76233)  -0.308
C (0.41815, 4.54173, 0.27311)  0.112
C (0.06568, 5.89009, 0.30587)  -0.401
C (1.03102, 6.86609, 0.12190)  -0.763
C (2.34394, 6.47815, -0.08867)  0.177
F (3.27148, 7.41031, -0.27682)  -0.314
C (2.72600, 5.14770, -0.09609)  -0.462
C (1.74916, 4.18189, 0.08806)  -0.876
H (-5.84586, 3.03455, -1.55273)  0.471
H (-3.98629, 2.21674, -0.13448)  0.335
H (-1.42374, 5.25275, -1.78224)  0.471
H (-3.29726, 6.03855, -3.19983)  0.495
H (-0.30214, 4.88529, 2.92931)  0.478
H (-1.27699, 5.42874, 5.14580)  0.479
H (-4.62409, 2.90752, 4.32282)  0.488
H (-3.67685, 2.35077, 2.10189)  0.240
H (-0.96124, 6.18386, 0.48743)  0.679
H (0.78173, 7.91881, 0.14278)  0.474
H (3.76867, 4.89412, -0.23576)  0.491
H (2.03348, 3.13472, 0.11768)  0.393

***

3.
Entry from OMol25: C14H5F4N5O4S in the gas phase (wB97M-V/def2-TZVPD).

- DFT total energy: -1908.663201 a.u.
- F_max: 0.21825 hartree/bohr
- Molar mass: 415.284 g/mol
- Kohn-Sham gap: 8.47 eV

Each line ends with the Mulliken charge.
CARTESIAN COORDINATES (ANGSTROEM)
N (3.25782, 7.58228, 2.36195)  -0.412
O (-1.80140, -1.00559, -0.10178)  -0.515
O (-1.59115, -4.49999, -2.15238)  -0.583
O (-2.66454, -3.98227, 2.10237)  -0.538
F (3.40351, 5.29267, -1.99596)  -0.289
F (0.77663, 5.38461, 1.89045)  -0.303
F (3.16662, 2.38381, -2.06662)  -0.304
F (0.75962, 2.68494, 1.93923)  -0.246
N (2.51467, 6.70108, 0.05004)  -0.507
N (0.51411, 0.57573, 0.16508)  -0.459
N (2.92653, 7.15003, 1.23736)  0.569
O (-0.66240, -3.03806, 0.09210)  -0.226
S (2.95981, -0.13307, -0.53776)  -0.100
C (-0.77691, -1.65095, 0.15337)  0.524
C (-2.22787, -4.35281, -1.14659)  0.252
C (-2.94585, -3.89043, 0.92317)  0.397
C (1.67744, 1.09493, -0.21989)  0.076
C (1.76024, -1.35471, -0.11646)  -0.568
C (0.49225, -0.85873, 0.07226)  0.181
C (2.78116, 4.59545, -1.08464)  0.165
C (1.49986, 4.65271, 0.96441)  0.612
C (2.68070, 3.22302, -1.06519)  0.189
C (1.37752, 3.26837, 0.92929)  0.129
C (2.20770, 5.34155, -0.01523)  0.265
C (1.91243, 2.54174, -0.14594)  0.600
N (-1.92165, -3.63565, -0.07250)  0.242
C (-3.46376, -5.25269, -1.01537)  -0.197
C (-3.97201, -4.88965, 0.39921)  -0.596
H (1.80836, -2.37901, -0.30554)  0.545
H (-3.31061, -6.39712, -0.91694)  0.213
H (-4.27335, -5.07382, -1.74590)  0.276
H (-3.97704, -5.71337, 1.07856)  0.324
H (-4.88842, -4.36502, 0.34584)  0.284